[1]
Below is a structure of composition C14H12BN6O4PtS, with properties calculated with ωB97M-V/def2-TZVPD.

```
39
Properties=species:S:1:pos:R:3:forces:R:3:nbo_charge:R:1
Pt -0.6517 -1.1145 0.8114 -0.0198 0.0093 0.0189 1.517
B -0.4428 1.5610 -1.0230 0.0034 -0.0060 0.0070 0.154
N -1.3004 0.4296 -1.6442 0.0153 0.0149 -0.0035 -0.272
C -1.9779 0.3744 -2.7917 -0.0201 -0.0153 0.0063 0.041
C -2.5620 -0.8789 -2.9152 0.0097 0.0080 0.0135 -0.319
C -2.1990 -1.5553 -1.7626 -0.0094 0.0142 -0.0078 -0.004
N -1.4222 -0.7539 -1.0208 -0.0035 -0.0250 0.0076 -0.335
N -0.9467 1.7366 0.4580 0.0147 0.0057 -0.0395 -0.259
C -1.2500 2.8465 1.1265 -0.0046 0.0006 0.0212 0.060
C -1.3869 2.5574 2.4825 -0.0169 -0.0172 -0.0132 -0.311
C -1.1512 1.2022 2.5923 0.0130 0.0120 -0.0018 -0.006
N -0.8571 0.7458 1.3623 0.0072 0.0082 0.0143 -0.199
H -0.6220 2.5835 -1.6101 -0.0030 0.0018 0.0023 0.000
H 0.7035 1.2076 -0.9586 -0.0045 -0.0040 -0.0001 -0.053
H -2.0010 1.2302 -3.4449 0.0025 -0.0010 -0.0036 0.249
H -3.1760 -1.2414 -3.7195 0.0040 -0.0011 -0.0034 0.260
H -2.4638 -2.5420 -1.4202 -0.0002 -0.0029 -0.0020 0.241
H -1.3228 3.7807 0.5953 0.0047 0.0048 0.0032 0.256
H -1.6182 3.2400 3.2803 -0.0009 0.0019 -0.0001 0.266
H -1.1551 0.5425 3.4439 0.0069 -0.0008 0.0054 0.264
S -3.7149 -1.2481 3.7922 0.0052 -0.0229 0.0083 0.269
C -2.9646 -1.4255 2.4484 -0.0023 0.0500 -0.0002 0.128
N -2.4605 -1.6188 1.3570 0.0031 -0.0393 -0.0320 -0.597
O 2.0903 -1.2968 3.5663 -0.0033 0.0068 -0.0045 -0.500
C 1.4029 -1.3228 2.5940 -0.0149 -0.0169 0.0160 0.744
O 0.0921 -1.5920 2.5855 0.0046 0.0070 0.0039 -0.686
C 1.9002 -1.0105 1.2014 0.0037 0.0161 -0.0117 -0.097
C 1.4922 -1.8246 0.1175 -0.0163 -0.0131 0.0037 -0.369
C 1.9236 -1.5266 -1.1880 0.0106 0.0150 -0.0022 -0.163
C 2.7328 -0.4392 -1.3594 -0.0075 -0.0057 -0.0015 0.122
C 3.1706 0.3583 -0.3009 -0.0056 0.0004 -0.0100 -0.134
C 2.7453 0.0773 0.9783 0.0150 0.0048 0.0051 -0.182
N 3.1553 -0.0846 -2.7371 -0.0068 0.0021 0.0071 0.513
O 3.9405 0.8269 -2.8489 0.0032 0.0006 -0.0028 -0.333
O 2.6693 -0.7304 -3.6382 0.0044 -0.0004 -0.0038 -0.347
H 1.0838 -2.8199 0.3152 0.0063 -0.0062 0.0000 0.267
H 1.6501 -2.1412 -2.0339 0.0015 -0.0008 -0.0028 0.277
H 3.8259 1.1919 -0.5114 0.0020 -0.0015 0.0012 0.277
H 3.0681 0.6745 1.8204 -0.0013 -0.0043 0.0014 0.262
```
Positions in Å, forces in eV/Å.

Its charge is +1. The value obtained for the frontier orbital gap (spin up / spin down) is 6.19 / 6.20 eV. The LUMO energy (spin up / spin down) comes out at -6.9 / -6.9 eV.



[2]
Below is the molecule C14H12BrN3O2 at a distorted geometry, with properties calculated with ωB97M-V/def2-TZVPD.

```
32
Properties=species:S:1:pos:R:3:forces:R:3:nbo_charge:R:1
Br -4.4684 0.7413 3.3146 0.7508 0.6111 -0.4978 0.065
N 0.2266 3.6467 0.9037 0.7588 -1.0110 -1.1171 -0.447
N -0.6758 -1.9295 -1.1065 1.8270 -0.5454 -0.2341 -0.457
O 0.7769 -3.5600 -1.9688 -0.7175 -0.0990 0.2810 -0.486
O 2.9610 -1.9861 -1.4226 0.8839 -0.5788 -0.7680 -0.497
C -0.9375 3.2210 1.3206 -0.8510 0.5586 1.0331 0.315
C 0.8077 2.5014 0.3328 0.1989 1.4292 -0.0605 -0.046
C -2.0195 3.9332 2.0170 0.3400 -1.4136 -0.2871 -0.196
C -3.0643 3.2294 2.5541 0.8339 -0.4372 -0.3168 -0.232
C -3.0823 1.7781 2.4489 0.5541 0.4457 -0.6293 -0.120
C -2.1248 1.1381 1.7063 -0.7956 0.4367 0.6603 -0.019
C 0.0223 1.4002 0.4487 0.6357 0.3023 -0.4391 0.062
C -0.8310 -0.7539 -0.5053 1.6922 0.8941 -0.2700 0.018
C 0.5857 -2.3487 -1.3816 -1.5439 0.0149 -0.0512 0.461
C 1.5464 -0.3272 -0.4711 -0.7312 0.1536 0.0565 -0.232
C 1.7091 -1.5405 -1.1177 1.5112 0.7345 0.4848 0.245
C 0.2597 0.0986 -0.1534 -1.7897 -1.1954 -0.0884 -0.101
N -1.0828 1.8596 1.0969 -2.4033 -1.1584 1.3262 -0.315
C -0.4034 -4.4028 -2.1369 -0.0414 -0.2935 0.6488 -0.258
C 4.1643 -1.1629 -1.3306 -1.0276 0.4672 0.7218 -0.256
H 1.7171 2.4923 -0.2663 -0.1355 0.4934 0.4666 0.204
H -1.9695 5.0059 2.1133 0.1488 0.0362 -0.0524 0.240
H -3.8388 3.7557 3.0827 -0.2214 -0.0384 0.0905 0.234
H -2.1963 0.0572 1.6382 0.5467 0.2502 -0.2870 0.239
H -1.8341 -0.3820 -0.4465 -0.4332 -0.0483 0.2541 0.191
H 2.3658 0.3400 -0.2109 0.0557 -0.4733 -0.1564 0.228
H -0.0675 -5.4015 -2.4757 0.2354 0.7102 0.2763 0.196
H -1.0651 -4.0101 -2.9116 0.0485 0.2209 0.2288 0.191
H -0.9763 -4.5339 -1.1738 0.6743 0.3610 -0.9833 0.196
H 4.1062 -0.2471 -1.9520 -0.3095 -0.3680 0.3998 0.184
H 4.3469 -0.9053 -0.2638 -0.1346 0.0342 -0.6491 0.181
H 5.0417 -1.7073 -1.6827 -0.5605 -0.4936 -0.0410 0.209
```
Positions in Å, forces in eV/Å.

The value obtained for the frontier orbital gap is 8.18 eV. Its SMILES is COc1cc(-c2cnc3ccc(Br)cn23)cnc1OC. The LUMO energy comes out at 0.4 eV.



[3]
Below is a structure of composition C14H12CeF2O5P at a distorted geometry, with properties calculated with ωB97M-V/def2-TZVPD.

```
35
Properties=species:S:1:pos:R:3:forces:R:3:mulliken_spin:R:1
Ce -0.1637 -1.5556 -0.2102 -1.1863 0.6936 -0.0842 1.005
O 5.1152 -1.6706 2.8948 -0.2979 -0.1167 -0.1456 0.000
C 4.0753 -1.7227 2.2945 0.7066 0.4319 0.3212 0.000
C 2.6904 -1.5123 2.8718 -0.1373 -0.1901 0.5599 0.000
O 2.4242 -1.2723 4.0284 0.0005 0.0303 -0.3467 -0.001
C 1.7601 -1.7008 1.7570 1.1996 0.0441 -0.3988 -0.001
C 2.4584 -1.9299 0.5552 0.2846 0.2849 1.0189 0.006
O 1.9113 -2.0979 -0.6133 0.4829 -0.6266 -0.5427 -0.001
C 3.9091 -1.9183 0.8004 0.3001 -0.3450 -0.3261 -0.001
O 4.7982 -2.0648 -0.0051 -0.2666 0.1084 0.1344 0.001
O 0.4609 -1.6335 1.8664 -0.5201 -0.2041 0.6662 -0.007
C 1.1023 2.8877 -0.8914 0.0394 -0.1016 0.0350 0.001
P 0.5374 1.1813 -1.2345 -0.4146 0.3756 -0.0672 -0.004
C 0.0092 1.2973 -2.9861 -0.0230 -0.0027 0.1344 0.003
C -1.0653 1.1526 -0.2963 -0.0031 0.3236 -0.0520 0.011
C -2.3274 0.9993 -0.8861 0.2728 0.0130 0.0371 -0.001
C -3.4667 0.9346 -0.0963 0.0433 -0.0208 0.0978 0.001
C -3.3674 1.0072 1.2856 0.0499 0.0019 -0.0485 0.000
C -2.1229 1.1364 1.8898 0.0296 -0.0359 -0.0759 0.000
C -0.9780 1.2035 1.1093 0.0009 -0.0147 -0.2494 -0.006
H 1.3597 2.9883 0.1612 -0.0102 0.0078 0.0180 0.000
H 0.3184 3.5995 -1.1476 0.0198 0.0273 -0.0022 0.000
H 1.9961 3.0936 -1.4778 0.0327 -0.0082 -0.0274 0.000
H -0.6647 2.1376 -3.1581 -0.0092 -0.0101 0.0003 0.000
H -0.4689 0.3703 -3.3078 -0.0058 0.0289 0.0124 -0.001
H 0.9045 1.4310 -3.5931 0.0182 -0.0061 0.0073 0.000
H -2.4234 0.9220 -1.9620 0.0148 0.0321 0.0201 0.000
H -4.4323 0.8170 -0.5653 -0.0625 -0.0110 -0.0186 0.000
H -4.2567 0.9485 1.8959 -0.0501 -0.0048 0.0213 0.000
H -2.0372 1.1728 2.9669 -0.0002 -0.0014 0.0156 0.000
H -0.0097 1.2869 1.5963 -0.0403 0.0054 -0.0344 0.000
F -1.1693 -3.6355 -0.8246 0.0113 -0.7016 -0.2273 0.000
C -2.2279 -2.6397 -1.0467 -0.1880 -0.0893 0.0552 -0.004
F -1.6236 -1.9588 -2.2026 -0.2969 -0.1736 -0.4881 0.000
H -3.0258 -3.2548 -1.4687 0.0053 0.2553 -0.0205 0.000
```
Positions in Å, forces in eV/Å.

The value obtained for the frontier orbital gap (spin up / spin down) is 7.79 / 7.82 eV. The LUMO energy (spin up / spin down) comes out at -0.5 / -0.4 eV. The spin multiplicity is 2.



[4]
Below is a structure of composition C14H12CuO3 at a distorted geometry, with properties calculated with ωB97M-V/def2-TZVPD.

```
30
Properties=species:S:1:pos:R:3:forces:R:3:nbo_charge:R:1
C -2.4618 1.1584 -3.2388 0.1451 0.0718 0.4056 -0.612
C -3.2131 -0.0999 -2.6220 0.9613 0.1473 1.4309 -0.442
C -2.1691 -0.7846 -1.6490 -0.0950 -0.2783 -0.9208 -0.023
C -1.1606 -1.5646 -2.1355 0.0516 0.6673 1.6873 -0.278
C -0.1570 -2.1609 -1.0910 -0.8007 0.9808 -0.5361 0.528
O 0.2982 -3.2690 -1.1981 0.2338 0.6364 0.2332 -0.480
C 0.1573 -1.2046 0.1171 0.1764 1.3438 1.6202 -0.009
C 1.4706 -1.1057 0.7393 -1.5991 1.2042 0.8277 -0.197
C 1.6576 -0.1795 1.8757 -1.6931 0.1717 -0.7715 -0.041
C 3.0757 -0.0593 2.5059 -0.6864 0.3071 0.4487 -0.517
C 3.9879 1.0258 1.8380 0.2204 -2.7570 -0.9246 0.501
O 4.7660 0.6883 1.0051 -0.2400 1.0581 0.4314 -0.411
C 0.5317 0.6119 2.4033 -0.3125 -1.0962 -1.6597 -0.216
C -0.7950 0.5261 1.7809 2.0282 -1.4145 -0.7575 -0.166
C -0.9428 -0.3652 0.6462 0.8503 -0.4080 -0.0643 -0.123
C -2.3126 -0.5003 -0.1121 1.2729 -0.1301 -0.6047 0.539
O -3.3781 -0.3763 0.4334 0.5253 0.1749 -0.2701 -0.483
H -3.1386 2.0404 -3.3931 0.5036 -1.0020 -0.1590 0.227
H -1.9140 0.8871 -4.1832 -0.6757 0.3259 0.8799 0.220
H -1.6781 1.5117 -2.5051 -0.7847 -0.3610 -0.7399 0.202
H -3.5516 -0.8376 -3.3885 0.1876 0.7406 0.6434 0.234
H -4.0587 0.2176 -1.9484 0.6388 -0.3188 -1.0223 0.238
H -1.0190 -1.7556 -3.2280 -0.1871 -0.1153 1.2025 0.247
H 2.3367 -1.7076 0.3720 -0.9488 0.5341 0.3204 0.246
H 2.9923 0.1789 3.6007 0.0242 -0.2641 -0.8638 0.230
H 3.5959 -1.0462 2.3653 -0.2528 1.1726 0.1868 0.276
H 3.9625 2.1615 2.0904 -0.3681 0.3600 0.6214 -0.077
H 0.6579 1.2930 3.2854 0.0116 -0.8193 -0.9225 0.212
H -1.6653 1.1099 2.1570 0.8470 -0.5988 -0.3692 0.254
Cu 4.1252 3.6066 3.4773 -0.0340 -0.3332 -0.3535 0.921
```
Positions in Å, forces in eV/Å.

Its charge is +1. The value obtained for the frontier orbital gap is 4.78 eV. The LUMO energy comes out at -7.2 eV.



[5]
Below is a structure of composition C14H12ErN3OS at a distorted geometry, with properties calculated with ωB97M-V/def2-TZVPD.

```
32
Properties=species:S:1:pos:R:3:forces:R:3:mulliken_spin:R:1
Er -1.7261 0.9523 0.4670 0.3846 1.1461 -0.9955 3.038
N -4.3957 -0.6764 -3.0287 0.6614 3.9149 1.7809 0.000
C -3.5488 -0.4200 -1.9254 -1.3344 -0.1084 -1.6751 0.000
S -3.4469 1.2933 -1.5241 -0.0095 -0.2934 -0.0336 -0.007
N -3.0151 -1.4482 -1.3506 -0.0847 0.1721 -0.8621 -0.002
N -2.0626 -1.0918 -0.4447 0.9663 -1.1746 1.0646 -0.008
C -1.2392 -2.0421 -0.1131 -0.3593 2.1152 0.8149 -0.004
C -0.1919 -1.8936 0.9209 -1.4771 0.0710 -1.1856 0.007
C 0.9369 -2.6651 0.7454 0.5693 -1.0102 -1.9841 0.000
C 1.9879 -2.6978 1.6280 -0.2240 1.3241 1.2940 0.001
C 1.8053 -1.9150 2.8064 -0.4295 0.1703 -0.7792 -0.001
C 0.6537 -1.1036 2.9615 1.7668 -1.0911 1.0440 0.000
C -0.3497 -1.0283 2.0045 0.7356 -0.6238 0.4795 -0.007
O -1.3542 -0.1925 2.1165 -0.4370 -0.0067 0.8092 -0.002
H -4.4083 0.0510 -3.7452 -0.1201 -0.2046 0.7367 0.000
H -4.4192 -1.5440 -3.4035 0.2391 -3.3800 -0.9862 0.000
H -1.3846 -2.9564 -0.6118 0.0884 -1.2780 -0.5829 0.001
H 0.9473 -3.1537 -0.2703 0.4065 0.0912 1.3572 0.000
H 2.9473 -3.1629 1.4451 -0.2586 -0.2801 -0.0992 0.000
H 2.6113 -1.8911 3.5590 -0.6521 0.0131 -0.3331 0.000
H 0.5620 -0.5872 3.9069 -0.1647 0.3642 -0.1311 0.000
C 2.6905 3.2069 -0.6682 -0.4935 -0.2367 -0.5960 0.000
C 1.6318 3.3854 -1.5548 1.0028 0.9306 0.1594 0.000
C 0.5063 2.6241 -1.3314 -1.0187 1.6357 -2.2735 -0.004
C 0.3702 1.6568 -0.3795 -0.9346 -0.8058 1.5194 -0.012
C 1.4547 1.4661 0.4838 0.3699 -0.0193 -0.6602 0.000
C 2.6186 2.2341 0.2997 -0.2609 -0.7348 0.7586 0.001
H 3.5863 3.7753 -0.7259 0.5997 0.4821 -0.2401 0.000
H 1.7045 4.1653 -2.3527 -0.2675 -0.8437 0.7556 0.000
H -0.3201 2.9076 -2.0002 -0.0127 -0.5350 0.2221 -0.001
H 1.3350 0.6489 1.1988 0.7490 0.4305 0.1705 0.000
H 3.5128 2.1027 0.8865 -0.0006 -0.2349 0.4508 0.000
```
Positions in Å, forces in eV/Å.

The value obtained for the frontier orbital gap (spin up / spin down) is 7.79 / 7.84 eV. The LUMO energy (spin up / spin down) comes out at -0.5 / -0.5 eV. The spin multiplicity is 4.



[6]
Below is a cluster of 2 separate species, C14H12FNO7 in total at a distorted geometry, with properties calculated with ωB97M-V/def2-TZVPD.

```
35
Properties=species:S:1:pos:R:3:forces:R:3:nbo_charge:R:1
C 2.3119 0.8321 1.6126 -1.1295 -0.2340 0.1318 -0.643
C 1.0759 1.3854 0.8156 2.0305 -0.3925 0.9646 0.215
F 0.7758 0.5306 -0.2121 -0.5801 0.1207 0.0350 -0.331
C -0.0768 1.5000 1.8169 0.1753 1.0136 -0.7311 -0.486
C -1.1986 2.4239 1.4127 0.1557 -0.4071 -0.1159 -0.038
C -2.4709 2.1924 1.6712 -1.2747 -0.2518 0.9285 -0.114
C -3.0728 1.0055 2.3821 0.0866 -0.0961 -0.8393 -0.256
N -3.5920 0.0709 1.3418 -0.1324 0.5414 0.6333 -0.800
C -3.3287 3.3350 1.1701 4.4786 -2.1664 0.7803 0.783
O -4.4814 3.4089 1.1412 -3.3191 0.9808 -0.2114 -0.522
O -2.4242 4.2629 0.7316 -0.7848 1.9773 -1.2114 -0.526
C -1.1402 3.7733 0.7022 -1.9476 -3.5586 2.4311 0.792
O -0.2210 4.3019 0.2580 2.4277 2.3481 -1.5446 -0.491
H 2.8064 0.0071 1.0882 0.0688 0.4064 -0.2408 0.293
H 2.9750 1.6585 1.8858 0.1048 -0.2320 -0.1938 0.192
H 1.9115 0.4106 2.5476 0.3487 -0.0583 -0.1090 0.178
H 1.4025 2.3377 0.3889 -0.5469 0.0119 -0.1030 0.169
H -0.4293 0.4857 2.0189 -0.1290 0.1580 -0.1162 0.251
H 0.3334 1.8939 2.7569 0.0395 -0.0314 -0.1769 0.226
H -3.8580 1.3397 3.0722 0.0961 0.0264 -0.1511 0.192
H -2.3032 0.4866 2.9601 -0.1111 0.1691 0.0305 0.199
H -3.6432 0.5944 0.4747 -0.1606 -0.3497 -0.1019 0.359
H -4.5365 -0.1971 1.5973 0.0748 -0.0826 -0.2461 0.354
C 1.3971 -4.0955 -1.8995 0.2792 0.2282 0.8115 -0.569
C 1.0218 -4.3057 -3.2186 -0.1506 -0.0515 -0.7264 0.387
C 1.6418 -3.3061 -4.2244 0.8104 1.0870 0.0929 0.439
O 1.4671 -3.4003 -5.4479 -0.3965 -0.4816 -0.0480 -0.689
C 2.4442 -2.2266 -3.7036 -0.2613 -0.1632 -0.7352 -0.574
C 2.8073 -2.0090 -2.3834 0.0300 -0.0984 0.7225 0.398
C 2.2727 -3.0717 -1.3931 -0.7864 -1.0842 -0.1001 0.436
O 2.5704 -3.0623 -0.1869 0.3280 0.5672 0.0988 -0.705
O 3.5028 -1.0722 -1.9248 0.0201 0.0732 -0.1490 -0.739
O 0.2595 -5.1997 -3.6575 0.0997 0.0819 0.2132 -0.727
H 1.0140 -4.7612 -1.1297 -0.0420 -0.1068 -0.0839 0.174
H 2.7860 -1.5298 -4.4652 0.0980 0.0549 0.0611 0.174
```
Positions in Å, forces in eV/Å.

Its charge is -2. The value obtained for the frontier orbital gap is 2.48 eV. The LUMO energy comes out at 3.0 eV.



[7]
Below is a structure of composition C14H12I2N2O3Re at a distorted geometry, with properties calculated with ωB97M-V/def2-TZVPD.

```
34
Properties=species:S:1:pos:R:3:forces:R:3:mulliken_spin:R:1
Re 1.3452 1.2187 0.5125 -4.1607 4.4458 -0.9121 2.526
I -4.7880 -0.8625 -3.7364 1.1053 0.7759 0.2425 0.028
C -3.2446 0.2234 -2.7225 -0.8740 0.2565 0.3979 0.114
C -3.6601 0.9872 -1.6090 -0.6031 -0.8910 -0.8912 -0.041
C -2.7826 1.2799 -0.5930 -0.1002 1.1961 -0.3625 0.038
I -3.6258 2.1450 1.1130 0.5584 -0.0971 -0.1498 0.019
C -1.4020 1.1582 -0.8622 0.1870 -0.5961 0.7945 0.073
O -0.5527 1.7424 -0.0055 2.7635 -0.7711 0.5681 0.171
C -0.9675 0.4119 -1.9735 0.1183 1.1796 1.0597 0.035
C 0.4577 0.1751 -2.3267 0.6879 -0.0483 1.0799 0.012
N 1.4232 -0.0803 -1.1606 -0.2043 -2.1029 0.6525 -0.009
C 1.3419 -1.5686 -0.6216 0.3224 0.0919 -1.9562 -0.035
C 1.2720 -1.6060 0.8283 -1.7770 0.2895 2.1408 0.033
C 1.4502 -2.7561 1.5890 0.5343 -1.8691 -1.5630 0.006
C 1.3346 -2.7479 2.9693 0.5150 0.4007 0.2602 0.020
C 0.9597 -1.5458 3.5683 0.4556 0.9373 -1.0513 0.001
C 0.7421 -0.4013 2.8162 -1.2275 0.8033 -0.7225 0.024
N 0.8288 -0.4434 1.4159 1.4158 -2.2323 2.6966 -0.033
C -1.8790 0.0421 -2.9083 -0.6280 -2.3831 -0.7222 -0.001
H -4.7132 1.2561 -1.5527 0.2035 -0.2504 0.3373 0.001
H 0.4924 -0.7369 -2.9216 0.3412 0.4702 -0.5189 -0.003
H 0.8253 1.0894 -2.7712 0.4076 -0.0800 -0.6929 -0.002
H 2.3913 -0.0787 -1.5082 -0.5053 0.3994 -0.4087 -0.004
H 0.5626 -2.2294 -1.0928 0.3072 1.1926 0.2545 0.000
H 2.2790 -2.0308 -0.9132 0.2039 -0.1178 -0.2378 -0.002
H 1.7118 -3.7164 1.0162 -0.2582 1.5446 1.0721 0.001
H 1.6645 -3.5747 3.6270 -0.5503 0.3052 -0.7596 0.000
H 1.0286 -1.4277 4.6093 -0.3763 -0.0026 1.2810 0.000
H 0.3946 0.6194 3.2423 0.8410 -1.9617 -0.6234 0.003
H -1.5003 -0.6787 -3.6371 -0.4429 0.4683 -0.3313 -0.002
O 1.7354 3.2740 0.1520 -0.0641 1.0008 1.7655 0.014
C 1.5788 3.6180 1.4021 2.3984 -0.6949 -0.1657 0.033
O 1.2736 2.6165 2.1715 0.0888 0.3630 -1.1556 -0.020
H 2.0224 4.6283 1.8831 -1.6832 -2.0223 -1.3784 0.000
```
Positions in Å, forces in eV/Å.

Its charge is +2. The value obtained for the frontier orbital gap (spin up / spin down) is 5.20 / 4.50 eV. The LUMO energy (spin up / spin down) comes out at -8.9 / -9.3 eV. The spin multiplicity is 4.